1.
ORCA calculation (ωB97M-V/def2-TZVPD) on 2 unconnected molecules or ions with the total composition C2H4F2Si.

XYZ file:
```
9
Properties=species:S:1:pos:R:3:nbo_charge:R:1
C 0.3049 0.2242 -0.3044 -0.557
C 1.6078 -0.0815 -0.2612 0.682
F 2.4545 -0.5861 -1.1671 -0.298
F 2.3954 0.1927 0.8123 -0.318
Si -1.2360 0.1545 0.6847 0.838
H -0.5131 -0.2806 -2.3234 0.079
H -1.1370 -0.4341 2.0831 -0.134
H -2.0457 -0.7488 -0.1266 -0.151
H -1.8308 1.5597 0.6026 -0.140
```

The relative energy (zero: lowest compared OMol25 entry of this formula, charge and spin) is 195.2 kcal per mole. Its multiplicity is 1. The gap between HOMO and LUMO (spin up / spin down) is 8.77 / 9.20 eV.

=====

2.
ORCA calculation (ωB97M-V/def2-TZVPD) on C2H4F3P in the gas phase.

XYZ file:
```
10
Properties=species:S:1:pos:R:3:nbo_charge:R:1
C 1.2914 -0.4638 -0.5710 -0.623
C -0.0782 0.1495 -0.8051 -0.731
P -1.0257 0.3666 0.6589 2.147
F -2.6648 0.7495 0.2152 -0.556
F -1.2479 -1.0360 1.2960 -0.540
F -1.2008 1.1026 2.1353 -0.556
H 1.4264 -0.5179 0.4780 0.210
H 1.3055 -1.3651 -0.9996 0.213
H 2.1011 0.0433 -1.0163 0.212
H 0.0930 0.9714 -1.3914 0.224
```

The relative energy (zero: lowest compared OMol25 entry of this formula, charge and spin) is 11.3 kcal per mole. The SMILES is CC=P(F)(F)F. Its multiplicity is 1. The gap between HOMO and LUMO is 9.28 eV.

=====

3.
ORCA calculation (ωB97M-V/def2-TZVPD) on a molecular structure, C2H4F3P.

XYZ file:
```
10
Properties=species:S:1:pos:R:3:nbo_charge:R:1
C -1.0069 -0.2840 0.4222 -0.149
C 0.1703 0.2376 -0.2661 -0.779
F -3.4444 -1.7667 0.0908 -0.575
F -2.8391 -0.5473 -1.8523 -0.576
F -2.9981 -2.8573 -1.8938 -0.586
P -2.2602 -1.7389 -0.9731 1.815
H -0.7205 -0.8856 1.2936 0.125
H 0.4618 1.0955 0.3509 0.275
H 1.0422 -0.4241 -0.2827 0.228
H -0.0513 0.6055 -1.2660 0.223
```

The relative energy (zero: lowest compared OMol25 entry of this formula, charge and spin) is 27.9 kcal per mole. Its multiplicity is 1. The gap between HOMO and LUMO (spin up / spin down) is 7.95 / 7.95 eV.

=====

4.
ORCA calculation (ωB97M-V/def2-TZVPD) on a molecular structure, C2H4FIO.

XYZ file:
```
9
Properties=species:S:1:pos:R:3:nbo_charge:R:1
C 0.4579 0.4883 0.1993 -0.256
C -1.0292 -1.2346 -0.5335 0.613
O 0.0658 -0.4934 -0.7020 -0.492
F -1.0913 -1.9518 0.5666 -0.305
I -3.2540 0.2744 -0.3046 -0.341
H 1.4563 0.7075 0.1933 0.202
H 0.0522 0.1326 1.1226 0.190
H -0.0820 1.4034 0.0201 0.202
H -1.1448 -1.6425 -1.5063 0.188
```

The relative energy (zero: lowest compared OMol25 entry of this formula, charge and spin) is 24.2 kcal per mole. Its multiplicity is 1. The gap between HOMO and LUMO is 8.35 eV.

=====

5.
ORCA calculation (ωB97M-V/def2-TZVPD) on C2H4FIO in the gas phase.

XYZ file:
```
9
Properties=species:S:1:pos:R:3:nbo_charge:R:1
C -0.3231 -0.5628 -0.3247 -0.280
O 0.9456 -0.7781 0.2194 -0.569
C 1.2694 -0.0961 1.5857 0.375
F 0.3496 -0.3046 2.5225 -0.323
I 3.0688 -1.1868 2.2280 0.049
H -1.1768 -0.7608 0.3391 0.184
H -0.6728 -1.2133 -1.1877 0.206
H -0.3390 0.4783 -0.8438 0.165
H 1.6653 0.9586 1.4145 0.192
```

The relative energy (zero: lowest compared OMol25 entry of this formula, charge and spin) is 26.2 kcal per mole. The SMILES is CO[C@@H](F)I. Its multiplicity is 1. The gap between HOMO and LUMO is 10.00 eV.

=====

6.
ORCA calculation (ωB97M-V/def2-TZVPD) on 2 unconnected molecules or ions with the total composition C2H4FNO.

XYZ file:
```
9
Properties=species:S:1:pos:R:3:nbo_charge:R:1
O 0.5704 -2.0411 0.1065 -0.349
N 0.0681 -0.9916 0.0959 0.256
C -0.3388 0.0009 -0.5742 -0.219
C -0.6426 0.0055 0.9221 -0.299
H -0.7637 0.2612 -1.4992 0.248
H -0.0151 0.7903 1.3574 0.206
H -1.6918 -0.0672 1.1887 0.210
F 1.7725 1.2450 -0.9415 -0.562
H 1.0411 0.7969 -0.6557 0.509
```

The relative energy (zero: lowest compared OMol25 entry of this formula, charge and spin) is 128.3 kcal per mole. The SMILES is [O-][N+]1=CC1.F. Its multiplicity is 1. The gap between HOMO and LUMO is 10.21 eV.

=====

7.
ORCA calculation (ωB97M-V/def2-TZVPD) on 2 unconnected molecules or ions with the total composition C2H4FNO.

XYZ file:
```
9
Properties=species:S:1:pos:R:3:nbo_charge:R:1
C 0.0445 0.8820 -0.3384 -0.247
C -0.5067 -0.4836 -0.6150 -0.289
N -0.2526 -0.0180 0.7245 0.046
O 0.1733 -0.5149 1.7709 0.011
F 1.7412 -1.0882 1.6814 -0.403
H 0.9977 1.0446 -0.7149 0.228
H -0.8168 1.7790 -0.4136 0.213
H -1.5913 -0.5515 -0.9521 0.216
H 0.2107 -1.0494 -1.1429 0.224
```

The relative energy (zero: lowest compared OMol25 entry of this formula, charge and spin) is 164.9 kcal per mole. Its multiplicity is 1. The gap between HOMO and LUMO (spin up / spin down) is 10.07 / 10.07 eV.

=====

8.
ORCA calculation (ωB97M-V/def2-TZVPD) on 2 unconnected molecules or ions with the total composition C2H4FNO2.

XYZ file:
```
10
Properties=species:S:1:pos:R:3:nbo_charge:R:1
C 0.0027 -0.4315 0.2134 -0.738
C 0.4158 0.4002 -0.8753 0.337
N 0.6860 -0.2479 -2.1635 0.479
O 0.3929 -1.4298 -2.1412 -0.350
O 1.0943 0.3912 -3.0950 -0.296
F 2.2968 0.6854 -0.4021 -0.519
H -1.0000 -0.3642 0.5661 0.269
H 0.4179 0.0922 1.1282 0.293
H 0.1832 -1.5005 0.1378 0.275
H 0.1097 1.4555 -0.7796 0.250
```

The relative energy (zero: lowest compared OMol25 entry of this formula, charge and spin) is 131.2 kcal per mole. Its multiplicity is 1. The gap between HOMO and LUMO is 10.09 eV.